# C34H42N12O5PPbS5

A molecular structure, C34H42N12O5PPbS5 (ωB97M-V with the def2-TZVPD basis set, the Open Molecules 2025 dataset).

CARTESIAN COORDINATES (ANGSTROEM)
C: 1.10658 0.30526 -6.37114
H: -1.42994 -3.40985 -2.82301
H: 7.27724 0.42777 -2.31263
S: -0.75961 2.66079 -3.67347
N: -0.18859 0.43310 -2.44021
H: -0.50881 5.82597 -0.24612
C: -2.44175 -1.62609 -2.07699
C: 1.60168 -5.60832 2.06473
H: 0.32338 2.31167 -6.46321
S: -5.50951 2.63090 5.05423
N: 2.61420 -1.15436 -1.94198
O: 3.28979 1.07703 0.96096
H: 6.60478 -0.34163 1.28640
H: 7.63830 -1.36440 -0.67209
O: 0.59096 4.25448 0.33355
H: -0.45206 2.34374 1.78342
S: 2.00709 -4.99011 0.40287
C: 2.78777 0.68405 2.01632
P: 1.72336 3.08638 0.20427
C: -4.52950 0.11715 -1.90529
H: -2.15504 3.53405 5.66712
N: 1.55090 0.23084 2.14278
H: -0.06740 4.71437 -1.56426
C: -1.39239 -2.61430 -2.07528
N: 0.35045 -3.57885 -0.97540
N: 2.23951 -1.15741 -0.67305
C: -3.14485 2.06482 3.80919
H: 4.15403 5.23339 1.68064
H: 5.73637 -2.54495 0.39581
C: 0.29111 5.20775 -0.65976
C: 3.32753 4.51907 1.72885
H: -3.63457 3.97558 6.47223
C: 4.93455 1.28956 3.10745
H: 6.62620 -1.09460 -2.94075
S: 0.33427 -2.79166 1.59424
O: 3.10771 4.04024 0.43651
C: -2.79015 0.18016 2.38433
O: -0.15767 -0.51292 3.43657
H: 0.73765 -6.26167 1.98623
H: 2.37803 1.14708 -1.91659
H: -1.69867 3.64065 3.46899
N: -0.52033 -2.57934 -1.13955
C: 2.75710 2.16372 -2.01578
H: -3.05210 -0.80264 2.01846
C: 5.65665 -2.13254 -0.61267
C: 1.02093 -0.19142 3.32968
C: 0.80679 -3.69224 0.23727
C: 0.04818 1.39801 -4.55271
N: 3.61731 0.70946 3.17092
H: 1.76737 -1.69129 -5.99582
C: -3.54041 0.80421 3.36425
H: 5.90263 -2.91412 -1.33736
N: 4.29311 -1.75639 -0.83618
H: 5.07993 1.99612 3.92769
H: 0.97355 -1.73764 -3.65552
C: 0.47487 1.42622 -5.86378
H: -3.61176 0.59477 -0.02323
C: 0.24337 0.27077 -3.71934
N: -3.16103 3.53552 5.70039
C: 1.27343 -0.82527 -5.57876
C: 6.51139 -0.33253 -2.17330
H: 5.02032 1.80903 2.15477
H: -5.34277 0.81402 -1.78398
C: -1.33017 1.92713 2.25659
H: -3.21741 -2.16719 -4.00943
H: 1.54260 -0.66647 5.40018
H: 3.32038 -1.68330 1.08191
H: 3.90068 0.17856 5.14977
H: 1.36766 -4.75250 2.69240
H: -5.11818 -0.56270 -3.85952
C: 1.91841 -0.25610 4.47791
H: 3.75226 2.22421 -1.57420
N: -1.70669 0.72342 1.85636
C: 6.62977 -0.94865 -0.78294
C: -3.35315 -1.54468 -3.13754
C: 3.28256 -1.53592 0.02363
C: 3.17256 0.19499 4.34580
N: 3.82042 -1.50552 -2.06065
S: -1.36726 2.11604 -0.78904
C: -0.72442 1.59697 -2.22946
H: 5.39261 0.47532 0.28397
H: 3.58960 3.71376 2.42149
Pb: -0.11496 -0.39363 0.19305
H: 5.54063 0.13670 -2.30682
N: -2.55474 -0.85130 -0.99319
H: 1.16199 5.82366 -0.90382
C: -3.56738 -0.01197 -0.91477
H: 7.09142 0.93565 0.16929
C: -4.40229 -0.65124 -3.05185
H: 1.46892 0.31185 -7.38895
H: 2.43884 5.02800 2.11838
C: -2.01588 2.63902 3.22003
H: -4.40643 0.32336 3.79329
C: -3.87833 2.75591 4.87013
C: 6.41272 0.09514 0.30702
H: 2.80056 2.42022 -3.07803
O: 1.88754 3.09094 -1.40625
H: 5.70564 0.51697 3.17554
C: 0.83616 -0.86367 -4.26915
H: 2.46511 -6.15138 2.43112

Cartesian forces (eV/Å) of the 2 atoms listed first:
C 0.0 0.1 -0.2
H 0.1 -0.1 0.1

The spin multiplicity is 1. The total energy comes out at -4879.393070 hartree. As for the net charge: -1.

***

# C5H6N

A gas-phase ion, C5H6N (charge +1) (ωB97M-V with the def2-TZVPD basis set, the Open Molecules 2025 dataset).

CARTESIAN COORDINATES (ANGSTROEM)
H: -0.82195 0.69515 2.36995
C: 0.30388 1.35408 -0.67598
C: 0.28667 -1.01632 -0.60081
C: 0.68542 0.03021 -1.39400
C: -0.37352 -0.83309 0.72716
H: -1.22958 -1.38295 0.75687
N: -0.08420 1.68206 0.66946
H: 0.22865 -1.35005 1.44835
H: 0.20721 2.36019 -1.29498
H: 0.99848 -0.10642 -2.39249
H: 0.23839 -2.00601 -0.89386
C: -0.43945 0.57315 1.28033

Cartesian forces (eV/Å) of the 2 atoms listed first:
H 0.7 -0.2 -1.9
C -0.1 1.7 -1.6

The spin multiplicity is 1. For the energy above the lowest of the compared OMol25 structures with the same formula, charge and spin, the calculation gives 3.099 eV. The structure (SMILES) is C1=CCC=[N+]=C1. As for the net charge: +1.

***

# C23H31F3IO5S

2 unconnected molecules or ions with the total composition C23H31F3IO5S (ωB97M-V with the def2-TZVPD basis set, the Open Molecules 2025 dataset).

CARTESIAN COORDINATES (ANGSTROEM)
F: -2.75055 0.12937 4.70239
C: 4.83548 2.22803 0.31097
H: -2.29445 -4.31435 -0.43916
C: 4.26066 2.92989 -2.05952
H: -2.13862 1.05224 -4.24328
C: -2.70999 -4.63605 2.23666
H: -3.07266 -4.83245 3.25346
H: 0.18178 0.16223 -4.36804
H: -3.66346 3.89931 0.49002
H: 4.45770 4.23277 -0.36353
H: 3.13211 0.49719 -1.06226
C: -0.02643 -2.25752 0.97619
H: -0.82488 -5.30963 3.75976
O: 1.54448 -0.59106 -2.20542
H: -1.53569 3.20398 1.42660
C: -1.65599 3.22981 0.33680
O: -0.32401 0.64366 -2.44652
C: 0.36230 2.22768 -0.08309
H: -3.11851 -2.12392 -1.38282
C: 4.94002 3.32665 -0.75602
C: -1.37170 -3.89697 2.29200
H: 2.80936 2.65275 1.01240
H: 5.29719 2.54711 1.25330
C: -0.26568 -1.14127 0.18961
H: 2.19709 3.34031 -1.52669
C: -2.21907 -2.17294 -0.76500
H: 4.26173 3.76191 -2.77570
C: 3.37788 1.82139 0.57958
C: -1.85559 -3.35748 -0.14158
H: 2.38584 2.08826 -2.75519
C: 1.18327 1.11798 -0.59763
F: -4.37241 -0.51212 3.33523
C: -3.09798 3.14856 -0.06378
O: -0.97383 2.09543 -0.22156
H: -2.09676 -0.56438 -4.97847
H: -3.22280 3.38748 -1.12704
H: -3.53883 2.17382 0.15469
H: -2.64287 -0.39605 -3.29855
I: 1.64732 -2.09379 2.27925
H: -3.47765 -4.05004 1.72027
O: 0.83181 3.23446 0.44884
H: 5.99264 3.55624 -0.94264
O: -1.49113 -2.79809 3.23549
C: 2.66506 1.42519 -0.70807
C: -3.19535 -0.89279 3.92096
H: 0.00184 -5.53902 2.17116
H: -0.29214 -1.23526 -3.36031
C: -0.99876 -3.28478 0.97334
C: 0.82035 0.32487 -1.82228
H: 0.50724 -0.34245 0.23917
C: -1.47182 -1.02114 -0.49849
H: -1.83947 -0.04657 -0.80798
H: -2.57074 -5.58985 1.70878
C: -1.93650 -0.01147 -4.04719
H: 5.36326 1.32967 -0.03963
H: 3.31198 0.97032 1.27607
H: -1.19161 4.14755 -0.03987
H: 0.51272 -4.22749 3.29679
S: -1.95163 -1.26488 2.65187
F: -3.44787 -1.96026 4.72764
H: 4.79797 2.08686 -2.51808
C: 2.82041 2.48555 -1.82338
C: -0.52060 -0.19163 -3.60569
C: -0.34146 -4.80282 2.91520

Cartesian forces (eV/Å) of the 2 atoms listed first:
F -0.8 -0.5 -0.4
C -0.4 -0.3 0.0

The spin multiplicity is 1. For the energy above the lowest of the compared OMol25 structures with the same formula, charge and spin, the calculation gives 0.000 eV. As for the net charge: -1.

***

# C2H4BrF2N

2 unconnected molecules or ions with the total composition C2H4BrF2N (ωB97M-V with the def2-TZVPD basis set, the Open Molecules 2025 dataset).

CARTESIAN COORDINATES (ANGSTROEM)
F: -1.48039 -0.75824 -1.53474
C: -1.08696 -0.26002 -0.29708
H: 1.14214 0.68991 -2.01969
H: 1.28880 -0.03132 1.91046
Br: -2.35236 1.19786 0.14418
C: 0.08116 -0.65336 0.26865
H: -0.24241 0.74820 1.53584
N: 0.38044 -0.07096 1.51527
H: 0.44573 -1.56078 -0.19697
F: 1.82383 0.69871 -1.32591

Cartesian forces (eV/Å) of the 2 atoms listed first:
F 0.5 0.2 1.2
C -0.3 0.2 -1.5

The spin multiplicity is 1. For the energy above the lowest of the compared OMol25 structures with the same formula, charge and spin, the calculation gives 0.945 eV. The structure (SMILES) is N/C=C(/F)Br.F. As for the net charge: 0.

***

The highest net charge belongs to which entry? C5H6N

***

What is the net charge in the second record? +1

***

Which of these has the highest net charge? C5H6N

***

Among the records above, which one has the highest net charge? C5H6N